No. 1
DFT (ωB97M-V/def2-TZVPD) results for 13 unconnected molecules or ions with the total composition C87H199N13O13 in a non-equilibrium geometry.

ΔE to the lowest compared entry with this formula, charge and spin   2.3194 eV
Charge   0
Energy   -139421.0235 eV
Gap between HOMO and LUMO   8.60 eV

Atoms and positions in Å:
C  7.3324  -0.9655  -4.6695
C  5.8647  -1.1340  -4.9064
C  5.0965  -1.2284  -3.5516
O  5.3976  -2.4818  -2.9694
C  4.8606  -2.8119  -1.7362
N  5.2382  0.0461  -5.6058
H  7.4933  0.0342  -4.1988
H  7.9645  -1.0034  -5.5619
H  7.6685  -1.7364  -3.9465
H  5.7346  -2.1038  -5.4948
H  4.0036  -1.0242  -3.6075
H  5.4233  -0.3950  -2.8891
H  3.8610  -3.1548  -1.9243
H  4.7943  -1.8997  -1.1500
H  5.5238  -3.5352  -1.3133
H  4.4360  -0.3458  -6.1003
H  5.8807  0.1627  -6.3656
C  -1.0161  2.3312  5.5930
C  -2.1073  3.2969  6.0562
C  -3.0073  3.5403  4.9020
O  -3.7811  2.4251  4.6585
C  -4.1607  2.1832  3.2880
N  -2.7914  2.7106  7.1800
H  -1.5066  1.3412  5.4885
H  -0.1759  2.4336  6.3274
H  -0.5980  2.7125  4.6219
H  -1.5782  4.1971  6.3506
H  -2.4742  3.8510  4.0365
H  -3.7127  4.3796  5.2610
H  -4.2253  3.1507  2.7559
H  -5.1218  1.7657  3.2776
H  -3.4710  1.5323  2.6999
H  -3.1034  1.7419  6.9412
H  -3.5822  3.2886  7.5211
C  0.1529  -2.6251  -6.2205
C  1.5863  -2.3982  -5.7516
C  2.0835  -3.4943  -4.8386
O  1.3758  -3.4336  -3.5995
C  1.3347  -4.6333  -2.7883
N  2.4872  -2.3486  -6.9333
H  -0.0275  -3.7158  -6.2793
H  0.0985  -2.2359  -7.2866
H  -0.5195  -2.0424  -5.5558
H  1.7059  -1.4483  -5.2792
H  3.1536  -3.4328  -4.6355
H  1.9697  -4.4376  -5.3411
H  2.3223  -5.1101  -2.7986
H  0.5525  -5.3566  -3.0601
H  1.2585  -4.3709  -1.7653
H  2.8480  -3.2825  -7.2627
H  2.0494  -1.9140  -7.7836
C  0.6287  -6.5991  4.5177
C  0.8128  -6.1271  3.0585
C  -0.1732  -7.0656  2.2475
O  0.1781  -6.8374  0.8765
C  -0.5178  -7.7150  0.0110
N  0.4830  -4.7162  2.9004
H  0.9866  -5.8879  5.1940
H  1.1676  -7.5451  4.7029
H  -0.4090  -6.8004  4.5840
H  1.8320  -6.2571  2.7227
H  -1.2204  -6.8029  2.3931
H  0.0440  -8.1256  2.4865
H  -0.2256  -8.7334  0.1355
H  -0.2241  -7.4794  -0.9631
H  -1.5849  -7.5895  0.1794
H  0.2105  -4.5653  1.9069
H  1.3797  -4.2372  3.0144
C  2.4748  2.1271  -4.9181
C  2.1260  1.3334  -6.1960
C  0.5756  1.2684  -6.2642
O  0.2909  0.5280  -7.4634
C  -1.1068  0.7363  -7.8366
N  2.6747  1.9148  -7.3825
H  2.0720  1.6384  -4.0711
H  2.0672  3.1355  -4.9468
H  3.5225  2.2840  -4.7204
H  2.3048  0.2502  -6.0038
H  0.0510  2.2457  -6.2852
H  0.3241  0.6296  -5.3933
H  -1.1100  0.1267  -8.7589
H  -1.3008  1.8228  -7.9347
H  -1.7119  0.3621  -7.0056
H  3.7102  1.8624  -7.3138
H  2.3963  1.4301  -8.1572
C  -1.8521  2.9115  -4.0540
C  -0.6807  3.1868  -3.1769
C  -0.2045  4.6733  -3.2507
O  0.0006  4.9577  -4.5754
C  1.0225  5.9205  -4.8666
N  -0.9657  2.8719  -1.7655
H  -1.6809  1.9221  -4.4827
H  -1.8331  3.5559  -5.0141
H  -2.8282  2.9920  -3.5279
H  0.1972  2.5329  -3.4642
H  0.5793  4.8178  -2.5885
H  -0.9538  5.3442  -2.7859
H  1.2276  5.8452  -5.9115
H  1.9733  5.8357  -4.3724
H  0.7254  6.9369  -4.5856
H  -1.2207  1.9010  -1.5256
H  -1.7900  3.4116  -1.4434
C  3.2222  3.6963  -1.5811
C  4.5390  3.4557  -0.9452
C  5.4940  2.5361  -1.7182
C  6.0623  3.2370  -2.9389
C  6.7719  4.5391  -2.4519
C  5.8674  5.4814  -1.6979
N  5.2816  4.6713  -0.6017
O  4.4489  5.5290  0.2312
C  6.8345  6.4696  -1.0745
C  4.8731  6.1817  -2.6699
C  4.3013  2.7927  0.4514
H  2.5743  4.2616  -0.9326
H  2.6236  2.7904  -1.7001
H  3.2538  4.2269  -2.5177
H  6.3213  2.3210  -0.9490
H  4.9146  1.6322  -1.8454
H  5.3742  3.4886  -3.7529
H  6.6851  2.5038  -3.4513
H  7.2314  5.0570  -3.2831
H  7.5782  4.3575  -1.7383
H  7.3603  7.0982  -1.8160
H  6.4485  7.0805  -0.2865
H  7.5397  5.7917  -0.6206
H  4.0537  6.8140  -2.2426
H  5.4766  6.9397  -3.1828
H  4.4517  5.4366  -3.3543
H  3.6083  1.9531  0.3248
H  3.8201  3.5265  0.9903
H  5.2685  2.5248  0.9138
H  3.7108  5.8359  -0.3413
C  5.1812  -2.8548  5.7327
C  4.1018  -2.2576  4.7327
C  4.6182  -0.8856  4.0436
C  5.7000  -1.1764  3.0017
C  5.1250  -2.1538  1.9682
C  4.6990  -3.5060  2.5520
N  3.7236  -3.1898  3.6455
O  3.2637  -4.3367  4.2800
C  3.9197  -4.3046  1.4879
C  5.8722  -4.4628  3.0091
C  2.9196  -1.8019  5.5158
H  6.1821  -2.6920  5.3953
H  5.0780  -3.9118  6.0262
H  5.2277  -2.2865  6.6462
H  3.7830  -0.2993  3.6279
H  4.9464  -0.2922  4.8990
H  6.5753  -1.5959  3.5600
H  5.9560  -0.1832  2.5253
H  5.8094  -2.3991  1.1448
H  4.2144  -1.7130  1.5209
H  3.0259  -3.7001  1.1795
H  4.5755  -4.4165  0.5849
H  3.5386  -5.2856  1.7696
H  6.7608  -4.3441  2.4091
H  6.2055  -4.2048  4.0314
H  5.5677  -5.5099  2.9922
H  3.0072  -0.7025  5.8516
H  2.7588  -2.3951  6.4132
H  2.0721  -1.8454  4.8590
H  3.8166  -4.8087  4.9042
C  -5.4585  -6.2433  -1.0520
C  -4.3303  -5.4037  -1.6511
C  -3.5530  -6.4172  -2.6104
C  -2.5472  -5.7358  -3.5021
C  -3.2122  -4.7493  -4.4817
C  -4.0238  -3.6955  -3.6709
N  -4.8639  -4.4216  -2.6403
O  -5.4916  -3.4283  -1.8519
C  -3.0944  -2.6111  -3.1887
C  -5.0327  -2.9974  -4.6721
C  -3.3861  -4.8650  -0.5768
H  -6.1931  -5.6418  -0.5114
H  -5.1241  -6.9785  -0.3687
H  -5.9639  -6.6498  -1.8777
H  -3.0972  -7.0992  -1.9181
H  -4.3103  -7.0104  -3.1420
H  -2.1071  -6.5414  -4.0684
H  -1.8315  -5.1878  -2.8910
H  -3.9284  -5.2458  -5.1234
H  -2.4158  -4.2246  -5.0093
H  -2.5466  -2.3296  -4.0633
H  -3.7117  -1.8409  -2.7891
H  -2.3375  -2.9217  -2.3796
H  -4.5029  -2.5854  -5.5906
H  -5.7547  -3.6621  -5.0716
H  -5.4449  -2.1880  -4.0945
H  -2.5650  -4.3463  -0.9822
H  -2.9840  -5.7116  0.0068
H  -3.8397  -4.1948  0.1540
H  -6.4514  -3.5467  -2.0282
C  2.0143  -1.1131  -0.2516
C  0.5757  -0.6711  -0.4794
C  -0.3616  -1.7419  0.1714
C  -0.3165  -1.6394  1.6342
C  -0.9750  -0.3118  2.0620
C  -0.1091  0.8637  1.5787
N  0.1309  0.6291  0.0714
O  1.1077  1.6519  -0.3562
C  -0.9343  2.1397  1.7394
C  1.2066  1.0426  2.3440
C  0.2963  -0.5331  -2.0074
H  2.4369  -1.4158  -1.1631
H  2.0899  -1.8093  0.5604
H  2.6220  -0.1834  -0.1499
H  -1.4275  -1.5103  -0.2471
H  -0.0952  -2.7954  -0.1649
H  0.6818  -1.7647  2.1232
H  -0.9513  -2.4343  2.0656
H  -1.1523  -0.2512  3.1655
H  -1.9714  -0.2141  1.6016
H  -1.7558  1.9933  1.0627
H  -1.2329  2.2687  2.8417
H  -0.2907  2.9533  1.4086
H  0.8853  1.3451  3.3581
H  1.8647  0.1837  2.4205
H  1.7780  1.9030  1.9202
H  -0.5987  0.0242  -2.2636
H  0.3782  -1.5428  -2.4529
H  1.0913  0.1483  -2.4491
H  0.5611  2.2538  -0.8195
C  -0.9578  7.1791  4.1140
C  -0.4630  6.7077  2.7440
C  -1.6489  6.3284  1.8549
C  -1.2338  6.1361  0.4144
C  -0.6797  7.4696  -0.0638
C  0.5931  7.9459  0.7402
N  0.1144  7.9100  2.1042
O  1.2448  8.3367  2.8990
C  1.7866  7.1008  0.2363
C  0.9524  9.4349  0.4043
C  0.5230  5.5259  2.9129
H  -1.2470  6.3838  4.7079
H  -1.7611  7.8655  4.0160
H  -0.1355  7.7425  4.5293
H  -2.1310  5.4398  2.2276
H  -2.4207  7.1164  1.8386
H  -1.9966  5.8098  -0.2572
H  -0.5491  5.2864  0.2953
H  -1.4880  8.2202  0.0860
H  -0.5284  7.3852  -1.1452
H  1.9599  7.3132  -0.8147
H  2.6498  7.2668  0.8347
H  1.6365  5.9939  0.2770
H  2.0192  9.5965  0.5122
H  0.6324  9.6459  -0.6251
H  0.4867  10.1011  1.0778
H  1.3702  5.7347  3.5693
H  0.9820  5.1797  1.9539
H  -0.0252  4.6641  3.2242
H  1.9514  7.6898  2.7228
C  -4.9053  -4.1891  5.1674
C  -3.9697  -3.3180  4.2982
C  -4.3289  -1.7354  4.4746
C  -3.8413  -1.2207  5.7541
C  -2.3595  -1.3483  5.8815
C  -1.9745  -2.8478  5.8094
N  -2.4687  -3.3789  4.5519
O  -2.0137  -4.7305  4.3789
C  -0.4701  -2.9623  5.7120
C  -2.4018  -3.5169  7.2050
C  -4.2237  -3.7174  2.8708
H  -4.8219  -3.8010  6.2200
H  -4.6282  -5.2739  5.1351
H  -5.9201  -4.0566  4.7995
H  -3.9636  -1.2584  3.5464
H  -5.3594  -1.7516  4.4389
H  -4.3571  -1.7559  6.5750
H  -4.1288  -0.2017  5.9205
H  -1.9513  -0.9964  6.8823
H  -1.8202  -0.8045  5.0984
H  -0.0055  -2.1357  6.3541
H  -0.1263  -3.9170  6.1182
H  -0.1186  -2.7380  4.7201
H  -1.6735  -3.2110  8.0063
H  -3.3732  -3.1620  7.4903
H  -2.4083  -4.5471  6.8902
H  -3.6992  -4.6432  2.6134
H  -3.9307  -2.9296  2.1384
H  -5.2596  -4.0011  2.7133
H  -1.1420  -4.6395  3.9940
C  -6.2575  3.3700  -0.1640
C  -6.0555  1.8850  -0.6565
C  -4.5776  1.6278  -0.9442
C  -4.1822  0.1509  -1.0566
C  -4.6817  -0.7480  0.0576
C  -6.2335  -0.5547  0.3655
N  -6.4299  0.9477  0.4385
O  -7.8744  1.1787  0.5990
C  -7.1070  -1.4008  -0.6053
C  -6.4757  -0.9785  1.7770
C  -6.8942  1.5900  -1.9164
H  -5.8402  3.4030  0.8469
H  -7.2771  3.6048  -0.1900
H  -5.7264  4.0199  -0.9083
H  -4.3459  2.1766  -1.8943
H  -3.9934  2.0469  -0.1070
H  -3.1161  0.0591  -1.0675
H  -4.4903  -0.3195  -2.0236
H  -4.1242  -0.5759  0.9656
H  -4.4526  -1.7657  -0.2168
H  -8.1096  -1.1575  -0.5713
H  -6.6619  -1.3590  -1.6056
H  -6.9898  -2.3929  -0.2643
H  -6.1651  -2.0078  1.8861
H  -5.8637  -0.3763  2.5018
H  -7.5248  -0.8636  1.9526
H  -6.7035  2.4430  -2.6272
H  -7.9963  1.5058  -1.7199
H  -6.4704  0.7154  -2.4562
H  -8.0701  1.0936  1.5366

No. 2
DFT (ωB97M-V/def2-TZVPD) results for a single C3H4N2O3 molecule in a non-equilibrium geometry.

ΔE to the lowest compared entry with this formula, charge and spin   5.7352 eV
Charge   0
Energy   -12293.2602 eV
Gap between HOMO and LUMO   9.12 eV
SMILES   [H]/N=c1/oc(O)cn1O

Atoms and positions in Å:
H  -2.2701  0.0920  -1.8823
N  -2.1933  0.6686  -0.9570
C  -0.9864  0.3712  -0.6459
O  -0.2205  1.2729  0.3963
C  0.8074  0.5943  0.7822
O  1.3782  0.9979  2.0227
C  1.2943  -0.2483  -0.0696
N  0.0189  -0.5839  -0.9299
O  -0.2742  -1.8787  -0.9734
H  0.7048  1.6638  2.5702
H  2.3188  -0.6306  -0.0774
H  -0.5778  -2.3193  -0.2359

- Number 2 is which compound?
  C3H4N2O3

- Among the records above, which one has the highest gap between HOMO and LUMO?
  C3H4N2O3